No. 1
A single C17H19N3O4 molecule at a distorted geometry. Source: the Open Molecules 2025 dataset; level of theory: the ωB97M-V functional and the def2-TZVPD basis.

Geometry as ORCA input:
```
! wB97M-V def2-TZVPD RIJCOSX def2/J DEFGRID3
* xyz 0 1
C -3.007 -0.168 2.518
C -2.960 0.823 3.712
C -1.865 1.929 3.657
C -2.041 2.827 4.902
O -0.486 1.406 3.562
C -0.038 0.990 2.304
C -0.319 1.598 1.147
C 0.167 1.116 -0.159
C 0.815 -0.093 -0.226
C 1.121 -0.753 -1.509
N 1.144 -2.087 -1.461
C 1.278 -2.454 -2.818
C 1.107 -3.854 -3.272
C 1.106 -1.311 -3.624
C 0.976 -1.392 -5.090
O 0.056 -0.995 -5.765
O 2.083 -1.813 -5.598
N 1.150 -0.226 -2.818
O 1.233 1.107 -3.372
C 2.605 1.420 -3.657
C 1.183 -0.724 0.957
C 0.753 -0.202 2.156
C 1.263 -0.815 3.313
N 1.819 -1.201 4.226
H -3.015 0.312 1.497
H -3.898 -0.780 2.545
H -2.114 -0.795 2.593
H -2.910 0.287 4.493
H -3.922 1.392 3.755
H -2.183 2.599 2.893
H -1.183 3.503 4.976
H -3.001 3.337 4.995
H -1.926 2.160 5.779
H -0.920 2.532 1.360
H -0.086 1.554 -1.175
H 0.967 -3.959 -4.301
H 0.297 -4.371 -2.779
H 2.011 -4.397 -3.005
H 2.014 -1.694 -6.548
H 3.069 0.749 -4.344
H 3.080 1.487 -2.631
H 2.656 2.447 -4.149
H 1.920 -1.492 0.962
*
```

Output
structure (SMILES)	CC[C@@H](C)Oc1ccc(-c2nc(C)c(C(=O)O)n2OC)cc1C#N
orbital gap	8.653	eV
total energy	-1124.28102	Ha
ΔE to the lowest compared entry with this formula, charge and spin	6.922	eV

Let us look at the natural (NBO) charges, expressed in e, one per atom: -0.61 -0.39 0.11 -0.63 -0.53 0.42 -0.30 -0.15 -0.11 0.32 -0.42 0.15 -0.65 -0.06 0.76 -0.57 -0.65 -0.06 -0.33 -0.27 -0.10 -0.23 0.27 -0.30 0.20 0.22 0.21 0.19 0.19 0.17 0.22 0.22 0.21 0.23 0.24 0.22 0.23 0.23 0.50 0.19 0.19 0.21 0.25


No. 2
A single C17H19N3O4S molecule at a distorted geometry. Source: the Open Molecules 2025 dataset; level of theory: the ωB97M-V functional and the def2-TZVPD basis.

Geometry as ORCA input:
```
! wB97M-V def2-TZVPD RIJCOSX def2/J DEFGRID3
* xyz 0 1
O -0.411 -2.375 -1.588
C 0.554 -2.887 -1.056
C 1.960 -2.334 -1.323
S 1.789 -0.569 -1.731
C 1.019 -0.136 -0.261
N 0.880 -0.882 0.795
N 0.215 -0.138 1.702
C -0.010 1.011 1.162
C -0.747 2.151 1.782
C -2.231 2.084 1.371
O -2.361 2.180 -0.022
C -1.582 3.164 -0.581
C -1.843 3.548 -1.890
C -1.095 4.546 -2.483
C -0.084 5.174 -1.772
C 0.198 4.783 -0.478
C -0.540 3.771 0.121
O -0.205 3.391 1.405
O 0.480 1.086 -0.097
N 0.460 -3.964 -0.256
C 1.524 -4.575 0.507
C 1.466 -4.082 1.955
C 0.109 -4.443 2.552
C -1.003 -3.855 1.686
C -0.854 -4.334 0.242
H 2.407 -2.810 -2.195
H 2.619 -2.400 -0.462
H -0.648 2.072 2.868
H -2.758 2.913 1.865
H -2.675 1.133 1.668
H -2.639 3.047 -2.418
H -1.305 4.837 -3.500
H 0.494 5.961 -2.230
H 0.991 5.241 0.092
H 2.493 -4.377 0.052
H 1.361 -5.659 0.483
H 2.275 -4.533 2.532
H 1.583 -2.998 1.964
H 0.033 -4.053 3.568
H 0.004 -5.530 2.599
H -1.982 -4.145 2.068
H -0.930 -2.767 1.703
H -1.600 -3.868 -0.402
H -0.956 -5.422 0.184
*
```

Output
structure (SMILES)	O=C(CSc1nnc([C@@H]2COc3ccccc3O2)o1)N1CCCCC1
orbital gap	9.174	eV
total energy	-1522.60574	Ha
ΔE to the lowest compared entry with this formula, charge and spin	2.416	eV

Let us look at the natural (NBO) charges, expressed in e, one per atom: -0.64 0.69 -0.62 0.35 0.31 -0.37 -0.28 0.42 0.01 -0.08 -0.48 0.20 -0.22 -0.22 -0.22 -0.26 0.28 -0.48 -0.40 -0.44 -0.21 -0.42 -0.40 -0.41 -0.22 0.25 0.24 0.24 0.19 0.21 0.23 0.22 0.22 0.23 0.21 0.19 0.21 0.23 0.21 0.19 0.21 0.22 0.25 0.19


No. 3
A molecular structure, C17H19N4O5ReSSe2. Source: the Open Molecules 2025 dataset; level of theory: the ωB97M-V functional and the def2-TZVPD basis.

Geometry as ORCA input:
```
! wB97M-V def2-TZVPD RIJCOSX def2/J DEFGRID3
* xyz 1 2
Re -0.521 -0.129 0.416
C -2.868 2.635 2.915
C -2.352 1.649 1.928
N -1.096 1.326 1.824
N -0.236 1.926 2.701
C 1.004 1.554 2.544
N 1.937 2.059 3.356
S 1.581 0.477 1.274
C -3.230 0.929 1.008
C -4.613 1.046 0.990
C -5.348 0.264 0.117
C -4.689 -0.622 -0.724
C -3.312 -0.688 -0.672
N -2.599 0.073 0.171
H -2.092 3.351 3.168
H -3.160 2.122 3.834
H -3.736 3.161 2.525
H 1.654 2.658 4.114
H 2.894 1.764 3.294
H -5.105 1.727 1.667
H -6.427 0.337 0.099
H -5.227 -1.258 -1.411
H -2.748 -1.359 -1.307
O -0.442 -6.313 0.244
C -0.454 -5.126 0.283
C -0.130 -4.163 -0.896
O 0.152 -4.467 -2.019
C -0.285 -2.829 -0.295
C -0.674 -2.865 1.018
O -0.891 -1.722 1.597
C -0.823 -4.253 1.518
O -1.157 -4.640 2.597
O -0.167 -1.624 -0.829
C 1.829 -0.073 -5.298
Se 1.152 -1.024 -3.739
C 2.048 0.065 -2.400
C 1.527 1.470 -2.206
Se -0.229 1.691 -1.359
C -1.461 1.198 -2.782
H 2.884 0.153 -5.151
H 1.270 0.838 -5.498
H 1.733 -0.746 -6.146
H 3.102 0.128 -2.682
H 2.001 -0.503 -1.475
H 1.455 2.020 -3.145
H 2.178 2.034 -1.536
H -1.192 1.772 -3.666
H -2.450 1.497 -2.443
H -1.396 0.136 -2.993
*
```

Output
orbital gap (spin up / spin down)	5.705 / 6.136	eV
total energy	-6533.54250	Ha
ΔE to the lowest compared entry with this formula, charge and spin	0.137	eV
⟨S²⟩	0.84

Let us look at the natural (NBO) charges, expressed in e, one per atom: 1.17 -0.68 0.28 -0.27 -0.40 0.32 -0.75 -0.02 0.15 -0.20 -0.13 -0.21 0.05 -0.46 0.27 0.26 0.23 0.42 0.42 0.25 0.25 0.25 0.24 -0.39 0.39 0.42 -0.45 0.14 0.19 -0.60 0.42 -0.43 -0.60 -0.80 0.31 -0.60 -0.55 0.53 -0.78 0.22 0.21 0.25 0.24 0.23 0.24 0.24 0.25 0.23 0.25


> Number 2 is which compound?

C17H19N3O4S


> Which formula does entry 3 have?

C17H19N4O5ReSSe2


> The highest total energy belongs to which entry?

C17H19N3O4


> Among the records above, which one has the lowest total energy?

C17H19N4O5ReSSe2